5
Properties=species:S:1:pos:R:3:mulliken_charge:R:1 method="wB97M-V/def2-TZVPD" homo_energy_ev="-11.4 / -11.4" lumo_energy_ha="-0.1263 / -0.0918" e_tot_ev=-19018.24215 spin_multiplicity=1 gap_ev="8.01 / 8.86" max_force_ev_per_a=3.73 e_above_lowest_ev=2.199
O 0.6137 0.7586 -0.0287 0.131
O 0.5374 1.5363 -0.9916 -0.110
O -1.0029 0.1618 1.0550 -0.347
O 0.3409 -1.7804 0.1090 -0.395
S -0.4891 -0.6762 -0.1437 0.721